No. 1
Formula: C19H25N3O2
Source: the OMol25 dataset
Level of theory: ωB97M-V with the def2-TZVPD basis set

* relative energy (zero: lowest compared OMol25 entry of this formula, charge and spin): 283.3 kJ/mol
* structure (SMILES): Oc1ccc(CC[C@@H]2CCCCN2Cc2nc(C3CC3)no2)cc1
* HOMO-LUMO gap: 8.99 eV
* LUMO energy: 0.81 eV
* charge: 0

```
49
C19H25N3O2, DFT ωB97M-V with the def2-TZVPD basis set
O -1.59121 -5.41735 0.18087
C -1.12580 -4.24783 -0.34381
C -1.90019 -3.09633 -0.38508
C -1.38678 -1.93229 -0.92772
C -0.09663 -1.89299 -1.43700
C 0.48531 -0.61432 -1.97082
C 1.29876 0.08526 -0.87524
C 1.94269 1.40589 -1.36119
C 3.46351 1.26566 -1.51596
C 4.15718 1.17019 -0.16041
C 3.77464 2.37399 0.69252
C 2.25507 2.47164 0.80376
N 1.69842 2.57443 -0.52994
C 0.38170 3.15328 -0.61479
C -0.72660 2.33127 -0.04002
N -0.87006 1.90876 1.17929
C -2.01716 1.16549 1.12005
C -2.56815 0.44736 2.25836
C -2.32704 0.99263 3.64169
C -1.60644 -0.23282 3.20102
N -2.54717 1.15099 -0.07320
O -1.71082 1.91030 -0.84139
C 0.67022 -3.05192 -1.38979
C 0.16825 -4.21997 -0.85306
H -2.50031 -5.29710 0.48010
H -2.90951 -3.11062 0.00586
H -2.00751 -1.04861 -0.95328
H 1.13766 -0.82560 -2.82144
H -0.31716 0.04470 -2.30929
H 2.06808 -0.60436 -0.52528
H 0.64267 0.27773 -0.02593
H 1.52472 1.64476 -2.34752
H 3.68454 0.38604 -2.12266
H 3.83772 2.14625 -2.04106
H 3.85955 0.25405 0.35338
H 5.23925 1.13528 -0.30104
H 4.21182 2.29327 1.68880
H 4.15027 3.28414 0.22208
H 1.86271 1.60758 1.36052
H 1.97979 3.37218 1.35700
H 0.40372 4.11332 -0.08756
H 0.14374 3.33394 -1.66730
H -3.51012 -0.03651 2.04048
H -1.76290 1.90942 3.71207
H -3.12617 0.89984 4.36077
H -0.55501 -0.14729 2.97516
H -1.89826 -1.18928 3.60607
H 1.67600 -3.04088 -1.78527
H 0.75962 -5.12126 -0.81942
```

No. 2
Formula: C3H3N3O
Source: the OMol25 dataset
Level of theory: ωB97M-V with the def2-TZVPD basis set

* relative energy (zero: lowest compared OMol25 entry of this formula, charge and spin): 224.2 kJ/mol
* structure (SMILES): N=C=CC=O.N#N
* HOMO-LUMO gap: 9.56 eV
* LUMO energy: 0.43 eV
* charge: 0

```
10
C3H3N3O, DFT ωB97M-V with the def2-TZVPD basis set
N -1.62274 0.20964 -0.73629
C -0.65407 0.77775 -0.31435
C 0.62926 0.71013 0.00906
C 0.82122 0.04236 1.31722
O 0.27449 -0.96880 1.69206
H -2.61570 0.19003 -0.64834
H 1.46542 1.20691 -0.46044
H 1.47593 0.63215 1.97239
N -0.41178 -1.53341 -1.53450
N 0.63796 -1.26678 -1.29681
```

No. 3
Formula: Cl2H3N3
Source: the OMol25 dataset
Level of theory: ωB97M-V with the def2-TZVPD basis set

* relative energy (zero: lowest compared OMol25 entry of this formula, charge and spin): 75.1 kJ/mol
* structure (SMILES): NNN(Cl)Cl
* HOMO-LUMO gap: 9.16 eV
* LUMO energy: -0.18 eV
* charge: 0

```
8
Cl2H3N3, DFT ωB97M-V with the def2-TZVPD basis set
N -1.42935 0.02270 -0.11029
N -0.14015 0.51211 0.25136
N 0.93024 0.13986 -0.39974
Cl 2.25248 0.98948 0.05715
Cl 1.24316 -1.71870 0.07436
H -1.34008 0.26552 -1.09487
H -1.47571 -1.04578 -0.05600
H -0.04057 0.83481 1.27803
```